No. 1
This record from the Open Molecules 2025 dataset describes the molecule C21H27NO3. The level of theory is ωB97M-V/def2-TZVPD.

```
52
C21H27NO3 | the Open Molecules 2025 dataset | ωB97M-V/def2-TZVPD
C 1.23 7.56 -0.94
C 1.09 6.38 0.01
O 2.33 5.84 0.42
C 2.97 5.00 -0.50
C 2.44 3.56 -0.51
O 2.94 2.91 0.63
C 2.57 1.62 0.86
C 3.09 1.03 2.01
C 2.79 -0.27 2.33
C 1.94 -1.01 1.52
C 1.40 -0.43 0.38
C 0.49 -1.16 -0.56
O 0.46 -0.91 -1.75
N -0.29 -2.10 0.02
C -1.20 -2.92 -0.73
C -2.66 -2.61 -0.44
C -3.06 -1.93 0.70
C -4.41 -1.70 0.94
C -5.36 -2.14 0.05
C -4.97 -2.82 -1.09
C -3.63 -3.05 -1.33
C -0.91 -4.43 -0.50
C -1.11 -4.83 0.96
C 0.50 -4.77 -0.96
C 1.72 0.88 0.05
H 1.66 7.26 -1.89
H 0.25 8.00 -1.13
H 1.87 8.32 -0.50
H 0.61 6.71 0.94
H 0.46 5.60 -0.45
H 2.91 5.41 -1.52
H 4.02 4.97 -0.19
H 2.77 3.06 -1.43
H 1.34 3.57 -0.49
H 3.75 1.62 2.64
H 3.21 -0.72 3.21
H 1.73 -2.05 1.77
H -0.25 -2.23 1.02
H -1.01 -2.69 -1.78
H -2.33 -1.57 1.41
H -4.70 -1.17 1.83
H -6.41 -1.96 0.24
H -5.71 -3.16 -1.80
H -3.32 -3.57 -2.23
H -1.62 -4.99 -1.11
H -0.36 -4.38 1.60
H -2.10 -4.53 1.31
H -1.03 -5.91 1.06
H 0.64 -4.51 -2.01
H 1.24 -4.21 -0.39
H 0.70 -5.83 -0.84
H 1.30 1.28 -0.86
```

Values from the calculation:
Net charge: 0
SMILES: CCOCCOc1cccc(C(=O)N[C@H](c2ccccc2)C(C)C)c1
Orbital gap in Eh: 0.34742
ΔE to the lowest compared entry with this formula, charge and spin in eV: 2.476
LUMO energy in eV: 0.7


No. 2
This record from the Open Molecules 2025 dataset describes a structure of composition C13H33CuN2O5. The level of theory is ωB97M-V/def2-TZVPD.

```
54
C13H33CuN2O5 | the Open Molecules 2025 dataset | ωB97M-V/def2-TZVPD
Cu 0.20 0.18 -0.19
C -2.75 0.02 -1.29
O -2.02 0.90 -0.44
H -2.18 -0.84 -1.62
H -3.57 -0.41 -0.72
H -3.25 0.44 -2.17
C 3.26 0.71 1.58
O 1.94 0.11 1.31
C 1.61 -0.89 2.21
C 0.16 -1.36 2.02
N 0.05 -2.19 0.83
C -1.25 -2.91 0.88
C -1.40 -3.92 -0.28
O -2.66 -4.56 -0.24
C -3.71 -3.77 -0.85
H 3.39 1.06 2.60
H 3.50 1.53 0.90
H 4.02 -0.05 1.39
H 1.75 -0.50 3.22
H 2.26 -1.77 2.20
H -0.36 -0.40 2.01
H -0.12 -1.88 2.93
H 0.68 -2.97 0.94
H -2.15 -2.30 0.87
H -1.20 -3.57 1.75
H -0.58 -4.64 -0.21
H -1.26 -3.34 -1.19
H -4.59 -4.41 -0.98
H -3.50 -3.35 -1.83
H -4.12 -2.95 -0.26
C 0.58 4.11 3.25
O 1.20 3.97 2.02
C 0.42 3.33 1.08
C 1.06 3.39 -0.33
N 0.65 2.28 -1.19
C 1.42 2.19 -2.43
C 0.92 0.88 -3.10
O 1.22 -0.21 -2.25
C 0.65 -1.50 -2.67
H -0.33 4.67 3.04
H 1.09 4.75 3.97
H 0.27 3.19 3.76
H -0.55 3.81 1.00
H 0.21 2.29 1.33
H 2.12 3.42 -0.05
H 0.85 4.36 -0.79
H -0.35 2.21 -1.23
H 2.42 1.91 -2.10
H 1.32 3.05 -3.09
H 1.30 0.68 -4.10
H -0.15 0.96 -3.29
H 1.00 -1.93 -3.61
H -0.44 -1.55 -2.67
H 0.96 -2.22 -1.92
```

Values from the calculation:
2S+1: 2
Expectation value of S²: 0.750
Net charge: -1
Orbital gap (spin up / spin down) in Eh: 0.07887 / 0.27074
LUMO energy (spin up / spin down) in eV: 3.0 / 2.9


No. 3
This record from the Open Molecules 2025 dataset describes the ion C8H16IN4O2 with charge +1. The level of theory is ωB97M-V/def2-TZVPD.

```
31
C8H16IN4O2 | the Open Molecules 2025 dataset | ωB97M-V/def2-TZVPD
C 3.52 -0.63 0.51
C 2.60 -0.13 -0.74
C 1.26 0.52 -0.11
N 1.34 2.04 -0.01
C 0.02 2.62 0.13
N -0.20 3.84 0.68
I 1.33 5.04 1.35
N -1.21 1.93 -0.34
C -1.02 0.47 -0.10
C -2.30 -0.43 -0.48
C -2.41 -1.67 0.54
C -2.06 -3.10 -0.11
N -1.42 -3.33 -1.41
O -2.34 -4.11 0.60
O 0.14 0.08 -0.87
H 4.55 -0.95 0.14
H 3.58 0.23 1.29
H 2.96 -1.48 1.04
H 3.14 0.66 -1.36
H 2.26 -1.05 -1.34
H 1.23 0.15 0.99
H 1.93 2.20 0.82
H -1.16 4.22 0.78
H -2.04 2.32 0.13
H -0.87 0.34 1.04
H -2.14 -0.75 -1.57
H -3.26 0.21 -0.49
H -1.73 -1.57 1.46
H -3.48 -1.70 0.96
H -0.39 -3.18 -1.37
H -1.83 -2.77 -2.16
```

Values from the calculation:
Net charge: +1
SMILES: CC[C@H]1NC(NI)=[NH+][C@@H](CCC(N)=O)O1
Orbital gap in Eh: 0.27913
LUMO energy in eV: -4.9


Largest force on an atom, respectively: 0.01042 0.05220 0.09145 Eh/bohr.